Entry 1:
ORCA calculation (ωB97M-V with the def2-TZVPD basis set) on 2 unconnected molecules or ions with the total composition C5H7NO in a non-equilibrium geometry.

As for the HOMO-LUMO gap: 10.1 eV. As for the HOMO energy: -9.367 eV. As for the net charge: 0. The relative energy (zero: lowest compared OMol25 entry of this formula, charge and spin) comes out at 34.4 kcal/mol. Its spin multiplicity is 1. The LUMO energy comes out at 0.7 eV.

Element x y z (Å)
C -0.676 0.415 -0.177
C 0.377 0.930 0.464
H -2.616 1.140 -0.766
C 1.762 0.502 0.192
N 2.029 -0.538 -0.494
C -2.107 0.735 0.117
O 0.643 -3.503 -0.848
H -2.204 1.454 0.937
H 0.241 1.691 1.231
C 0.092 -2.797 -0.149
H 2.546 1.135 0.631
H -2.640 -0.183 0.395
H 3.038 -0.664 -0.575
H -0.483 -0.318 -0.958

Forces on atoms 1 to 2 (eV/Å):
C 0.149 0.085 0.110
C -0.212 -0.074 -0.080



Entry 2:
ORCA calculation (ωB97M-V with the def2-TZVPD basis set) on 2 unconnected molecules or ions with the total composition C3H4Br2O.

As for the HOMO-LUMO gap: 8.1 eV. As for the HOMO energy: -8.695 eV. As for the net charge: 0. The relative energy (zero: lowest compared OMol25 entry of this formula, charge and spin) comes out at 64.8 kcal/mol. Its spin multiplicity is 1. The LUMO energy comes out at -0.6 eV.

Element x y z (Å)
O -1.964 -0.191 1.034
H 2.698 0.807 -0.147
Br -4.289 -0.098 -0.424
C 1.670 0.594 0.152
H -1.831 -0.143 -0.990
Br 2.306 -2.075 -0.356
C 1.422 -0.779 0.632
H 1.057 0.728 -0.745
H 1.330 1.309 0.901
C -2.400 -0.152 -0.058

Forces on atoms 1 to 2 (eV/Å):
O 0.038 0.058 -0.076
H 0.100 -0.032 -0.080



Entry 3:
ORCA calculation (ωB97M-V with the def2-TZVPD basis set) on C2H7N3O2 in the gas phase in a non-equilibrium geometry.

As for the HOMO-LUMO gap (alpha / beta): 8.1 / 9.1 eV. As for the HOMO energy (alpha / beta): -7.899 / -8.866 eV. As for the net charge: 0. The relative energy (zero: lowest compared OMol25 entry of this formula, charge and spin) comes out at 184.3 kcal/mol. Its spin multiplicity is 1. The LUMO energy (alpha / beta) comes out at 0.2 / 0.3 eV.

Element x y z (Å)
C 0.683 1.061 -0.874
N -1.848 0.931 0.128
H 1.189 -1.384 1.066
H 1.775 1.127 -1.054
C 1.368 -1.059 0.104
O -2.927 0.676 0.923
H 1.371 -2.032 -0.417
N -0.929 -0.364 0.131
N 0.296 -0.203 -0.357
H 0.124 1.830 -0.275
H 2.408 -0.558 -0.051
H -2.635 -0.064 1.450
H 0.295 1.187 -1.861
O -1.170 -1.147 1.087

Forces on atoms 1 to 2 (eV/Å):
C -0.945 1.436 -0.472
N 1.480 -2.264 -0.649



> Look up the relative energy (zero: lowest compared OMol25 entry of this formula, charge and spin) of the third one.

184.3 kcal/mol